Formula: CH3I3N2O2S
Source: the OMol25 dataset
Level of theory: ωB97M-V/def2-TZVPD

The geometry in ORCA input format:
```
! wB97M-V def2-TZVPD RIJCOSX def2/J DEFGRID3
* xyz 0 1
C 2.1020 0.9663 1.5217
N -1.3004 -0.0765 -1.1207
N 2.1658 2.1972 1.4334
O -1.7414 2.2160 -0.2666
O -0.8099 0.4453 1.2526
S -0.6333 1.0505 -0.0442
I -3.6403 1.7849 -0.0505
I 2.1284 -0.4534 -0.0641
I 2.1240 3.2345 -0.2679
H 2.0767 0.4903 2.4878
H -1.2321 -1.0229 -0.7872
H -0.9280 0.0039 -2.0567
*
```

Energy above the lowest of the compared OMol25 structures with the same formula, charge and spin ... 17.99 kcal per mole
Gap between HOMO and LUMO ... 8.449 eV
Strongest force on any atom ... 1.22 eV/A
M ... 487.83 u

Formula: CH3I3P
Source: the OMol25 dataset
Level of theory: ωB97M-V/def2-TZVPD

The geometry in ORCA input format:
```
! wB97M-V def2-TZVPD RIJCOSX def2/J DEFGRID3
* xyz 1 1
C 1.1231 0.1137 0.0263
P -0.6811 -0.1309 -0.0225
I -2.3175 2.2656 -0.0209
I -1.2326 -1.3430 -2.0264
I -1.3469 -1.3660 1.9284
H 1.5715 -0.7514 0.5171
H 1.3737 1.0129 0.5898
H 1.5098 0.1992 -0.9920
*
```

Energy above the lowest of the compared OMol25 structures with the same formula, charge and spin ... 12.06 kcal per mole
Gap between HOMO and LUMO ... 6.931 eV
Strongest force on any atom ... 2.75 eV/A
M ... 426.72 u

Repeat the first record exactly.
Formula: CH3I3N2O2S
Source: the OMol25 dataset
Level of theory: ωB97M-V/def2-TZVPD

The geometry in ORCA input format:
```
! wB97M-V def2-TZVPD RIJCOSX def2/J DEFGRID3
* xyz 0 1
C 2.1020 0.9663 1.5217
N -1.3004 -0.0765 -1.1207
N 2.1658 2.1972 1.4334
O -1.7414 2.2160 -0.2666
O -0.8099 0.4453 1.2526
S -0.6333 1.0505 -0.0442
I -3.6403 1.7849 -0.0505
I 2.1284 -0.4534 -0.0641
I 2.1240 3.2345 -0.2679
H 2.0767 0.4903 2.4878
H -1.2321 -1.0229 -0.7872
H -0.9280 0.0039 -2.0567
*
```

Energy above the lowest of the compared OMol25 structures with the same formula, charge and spin ... 17.99 kcal per mole
Gap between HOMO and LUMO ... 8.449 eV
Strongest force on any atom ... 1.22 eV/A
M ... 487.83 u